{
  "formula": "C44H100O32P4S8",
  "method": "ωB97M-V/def2-TZVPD",
  "total_charge": 0,
  "energy_ev": -236606.756,
  "largest_force_ev_per_a": 4.77,
  "homo_lumo_gap_ev": 10.0,
  "smiles": "COP(=O)(OC)OC.COP(=O)(OC)OC.COP(=O)(OC)OC.COP(=O)(OC)OC.O=S1(=O)CCCC1.O=S1(=O)CCCC1.O=S1(=O)CCCC1.O=S1(=O)CCCC1.O=S1(=O)CCCC1.O=S1(=O)CCCC1.O=S1(=O)CCCC1.O=S1(=O)CCCC1",
  "de_lowest_kcal_mol": 84.4,
  "elements": ["C", "O", "P", "O", "O", "C", "O", "C", "H", "H", "H", "H", "H", "H", "H", "H", "H", "C", "O", "P", "O", "O", "C", "O", "C", "H", "H", "H", "H", "H", "H", "H", "H", "H", "C", "O", "P", "O", "O", "C", "O", "C", "H", "H", "H", "H", "H", "H", "H", "H", "H", "C", "O", "P", "O", "O", "C", "O", "C", "H", "H", "H", "H", "H", "H", "H", "H", "H", "O", "S", "O", "C", "C", "C", "C", "H", "H", "H", "H", "H", "H", "H", "H", "O", "S", "O", "C", "C", "C", "C", "H", "H", "H", "H", "H", "H", "H", "H", "O", "S", "O", "C", "C", "C", "C", "H", "H", "H", "H", "H", "H", "H", "H", "O", "S", "O", "C", "C", "C", "C", "H", "H", "H", "H", "H", "H", "H", "H", "O", "S", "O", "C", "C", "C", "C", "H", "H", "H", "H", "H", "H", "H", "H", "O", "S", "O", "C", "C", "C", "C", "H", "H", "H", "H", "H", "H", "H", "H", "O", "S", "O", "C", "C", "C", "C", "H", "H", "H", "H", "H", "H", "H", "H", "O", "S", "O", "C", "C", "C", "C", "H", "H", "H", "H", "H", "H", "H", "H"],
  "xyz": [[-11.01, -2.76, 7.39], [-10.18, -2.14, 6.41], [-9.62, -0.60, 6.71], [-8.93, -0.35, 8.02], [-8.68, -0.25, 5.36], [-7.30, -0.59, 5.26], [-10.98, 0.26, 6.48], [-11.04, 1.67, 6.72], [-11.01, -2.22, 8.34], [-10.70, -3.78, 7.64], [-12.00, -2.69, 6.93], [-6.65, 0.28, 5.36], [-7.19, -1.05, 4.28], [-6.99, -1.35, 5.98], [-11.52, 2.17, 5.89], [-10.05, 2.13, 6.82], [-11.65, 1.84, 7.61], [-9.19, -3.36, 0.84], [-8.05, -3.93, 0.13], [-7.59, -5.44, 0.48], [-8.65, -6.46, 0.34], [-7.04, -5.22, 1.97], [-6.18, -6.21, 2.63], [-6.21, -5.72, -0.36], [-6.29, -6.01, -1.71], [-9.38, -3.90, 1.77], [-10.01, -3.54, 0.15], [-9.20, -2.28, 0.92], [-6.49, -6.31, 3.67], [-5.16, -5.84, 2.72], [-6.16, -7.18, 2.14], [-7.27, -6.27, -2.11], [-5.65, -6.90, -1.73], [-5.80, -5.22, -2.27], [0.93, 9.11, -7.21], [0.76, 10.28, -6.53], [2.05, 11.30, -6.31], [3.31, 10.48, -5.97], [1.53, 12.28, -5.20], [2.24, 13.46, -4.87], [2.13, 12.22, -7.60], [2.98, 11.98, -8.70], [1.94, 8.78, -7.46], [0.36, 9.24, -8.12], [0.58, 8.24, -6.65], [3.14, 13.65, -5.46], [2.60, 13.38, -3.84], [1.59, 14.33, -4.95], [3.48, 12.93, -8.85], [2.51, 11.63, -9.62], [3.75, 11.29, -8.34], [-0.88, -2.11, 0.46], [-0.80, -1.13, -0.61], [-0.27, 0.38, -0.30], [-1.20, 1.08, 0.66], [1.23, 0.13, 0.26], [2.27, -0.31, -0.51], [-0.09, 1.05, -1.74], [0.69, 2.27, -1.84], [-1.79, -1.92, 1.03], [-0.01, -2.00, 1.12], [-0.89, -3.11, 0.04], [3.13, 0.30, -0.23], [2.15, -0.18, -1.59], [2.42, -1.36, -0.25], [1.73, 2.06, -2.06], [0.69, 2.84, -0.91], [0.34, 2.87, -2.68], [-1.00, 1.15, -8.03], [-0.14, -0.04, -7.92], [1.24, 0.13, -7.38], [-1.08, -1.47, -7.14], [-1.48, -2.43, -8.30], [-1.24, -1.72, -9.64], [0.03, -0.95, -9.52], [-1.86, -1.11, -6.47], [-0.30, -1.93, -6.52], [-0.91, -3.36, -8.31], [-2.52, -2.76, -8.20], [-2.09, -1.06, -9.80], [-1.12, -2.47, -10.42], [0.12, -0.16, -10.26], [0.90, -1.60, -9.52], [6.49, 5.27, -2.21], [7.50, 4.84, -3.12], [8.17, 3.57, -3.02], [6.85, 5.08, -4.82], [7.99, 5.62, -5.70], [8.63, 6.70, -4.84], [8.87, 6.16, -3.38], [6.03, 5.80, -4.79], [6.39, 4.15, -5.12], [8.76, 4.89, -5.94], [7.58, 6.04, -6.62], [8.03, 7.61, -4.83], [9.57, 7.09, -5.23], [9.00, 6.93, -2.62], [9.81, 5.62, -3.29], [11.98, -6.44, -2.27], [10.61, -6.02, -2.26], [9.69, -6.53, -3.25], [9.78, -5.89, -0.55], [8.86, -4.69, -0.75], [9.70, -3.55, -1.35], [10.55, -4.16, -2.44], [10.64, -5.65, 0.07], [9.30, -6.83, -0.29], [7.99, -4.89, -1.38], [8.36, -4.43, 0.19], [10.32, -3.15, -0.55], [9.05, -2.78, -1.77], [11.60, -3.94, -2.24], [10.56, -3.89, -3.49], [2.70, -6.81, -1.57], [2.74, -7.04, -2.99], [2.99, -5.90, -3.91], [3.86, -8.48, -3.23], [3.05, -9.63, -2.71], [1.58, -9.45, -3.00], [1.26, -7.99, -3.50], [4.76, -8.27, -2.66], [4.06, -8.50, -4.31], [3.37, -10.57, -3.15], [3.21, -9.79, -1.64], [1.00, -9.68, -2.11], [1.17, -10.18, -3.70], [0.39, -7.54, -3.01], [1.22, -7.92, -4.58], [-9.76, 5.75, 2.68], [-9.30, 5.81, 1.28], [-9.92, 6.78, 0.33], [-7.40, 5.92, 1.13], [-7.00, 4.89, 0.04], [-7.97, 3.68, 0.27], [-9.40, 4.16, 0.49], [-7.07, 5.52, 2.09], [-6.98, 6.92, 1.03], [-6.99, 5.35, -0.95], [-5.93, 4.68, 0.01], [-7.59, 3.11, 1.12], [-7.95, 2.90, -0.49], [-10.06, 3.49, 1.05], [-9.95, 4.44, -0.41], [-0.87, 8.43, 2.25], [0.21, 8.40, 3.19], [1.33, 9.32, 3.03], [-0.44, 8.63, 4.95], [-0.02, 7.36, 5.74], [1.23, 6.75, 5.04], [0.86, 6.73, 3.51], [-1.53, 8.70, 4.87], [-0.15, 9.64, 5.25], [0.15, 7.56, 6.80], [-0.88, 6.69, 5.84], [1.22, 5.81, 5.58], [2.15, 7.30, 5.25], [0.09, 6.04, 3.19], [1.64, 6.52, 2.78], [0.65, -6.81, 5.32], [1.11, -8.09, 4.76], [0.32, -8.79, 3.74], [2.87, -7.97, 4.22], [3.67, -8.78, 5.33], [2.79, -9.93, 5.93], [1.47, -9.22, 6.16], [3.15, -6.93, 4.01], [2.93, -8.51, 3.28], [4.55, -9.15, 4.80], [4.17, -8.15, 6.07], [3.16, -10.30, 6.89], [2.64, -10.70, 5.19], [1.50, -8.61, 7.06], [0.65, -9.94, 6.23], [-0.45, -0.90, 7.32], [0.91, -0.37, 7.66], [0.98, 0.83, 8.51], [1.92, -1.67, 8.44], [3.37, -1.65, 7.89], [3.12, -1.39, 6.43], [2.00, -0.31, 6.17], [1.45, -2.58, 8.07], [1.65, -1.71, 9.49], [3.89, -0.76, 8.26], [4.01, -2.52, 8.06], [2.81, -2.36, 6.05], [3.95, -1.26, 5.74], [1.39, -0.69, 5.36], [2.31, 0.72, 5.99]],
  "mulliken_charge": [-0.689, -0.234, 0.877, -0.661, -0.185, -0.608, -0.296, -0.663, 0.324, 0.253, 0.261, 0.249, 0.235, 0.301, 0.267, 0.315, 0.256, -0.616, -0.315, 0.952, -0.681, -0.218, -0.690, -0.236, -0.734, 0.302, 0.262, 0.258, 0.272, 0.275, 0.314, 0.354, 0.253, 0.249, -0.713, -0.338, 1.096, -0.664, -0.337, -0.658, -0.290, -0.692, 0.328, 0.281, 0.266, 0.310, 0.284, 0.262, 0.268, 0.250, 0.348, -0.633, -0.292, 0.989, -0.696, -0.244, -0.688, -0.243, -0.701, 0.279, 0.276, 0.230, 0.267, 0.347, 0.216, 0.280, 0.345, 0.267, -0.609, 1.010, -0.645, -0.612, -0.631, -0.535, -0.658, 0.426, 0.299, 0.319, 0.295, 0.318, 0.307, 0.375, 0.339, -0.613, 1.030, -0.618, -0.730, -0.474, -0.670, -0.692, 0.357, 0.415, 0.288, 0.306, 0.321, 0.333, 0.400, 0.347, -0.633, 1.011, -0.597, -0.685, -0.582, -0.546, -0.654, 0.321, 0.396, 0.317, 0.351, 0.308, 0.267, 0.288, 0.436, -0.605, 0.988, -0.645, -0.723, -0.485, -0.574, -0.655, 0.418, 0.332, 0.321, 0.291, 0.251, 0.344, 0.413, 0.328, -0.622, 1.039, -0.644, -0.724, -0.626, -0.585, -0.616, 0.343, 0.441, 0.299, 0.389, 0.259, 0.341, 0.384, 0.322, -0.631, 1.071, -0.631, -0.707, -0.676, -0.550, -0.683, 0.346, 0.381, 0.369, 0.332, 0.293, 0.315, 0.346, 0.426, -0.635, 1.069, -0.638, -0.643, -0.700, -0.470, -0.748, 0.395, 0.320, 0.344, 0.329, 0.299, 0.292, 0.375, 0.409, -0.640, 1.042, -0.627, -0.760, -0.512, -0.771, -0.524, 0.323, 0.451, 0.273, 0.341, 0.307, 0.405, 0.296, 0.395]
}


{
  "formula": "C4H11N2",
  "method": "ωB97M-V/def2-TZVPD",
  "total_charge": 1,
  "energy_ev": -7296.960,
  "largest_force_ev_per_a": 3.37,
  "homo_lumo_gap_ev": 8.8,
  "de_lowest_kcal_mol": 92.0,
  "elements": ["C", "C", "C", "C", "N", "N", "H", "H", "H", "H", "H", "H", "H", "H", "H", "H", "H"],
  "xyz": [[0.36, 1.14, 0.44], [-1.73, -0.11, -0.47], [1.09, -1.36, 0.14], [1.40, 0.12, -0.03], [-2.36, -0.91, 0.33], [0.09, 2.21, -0.21], [-0.08, 1.16, 1.50], [-1.87, -0.21, -1.56], [0.29, -1.65, -0.55], [0.82, -1.56, 1.18], [1.95, -1.95, 0.01], [1.40, 0.22, -1.08], [2.38, 0.32, 0.40], [-1.99, -0.65, 1.24], [-3.18, -1.43, 0.06], [-0.29, 3.08, 0.11], [0.41, 2.29, -1.17]],
  "mulliken_charge": [0.028, -0.509, -1.142, -0.349, -0.129, -0.205, 0.347, 0.264, 0.299, 0.270, 0.408, 0.291, 0.371, 0.306, 0.251, 0.254, 0.245]
}


{
  "formula": "C5H10O2",
  "method": "ωB97M-V/def2-TZVPD",
  "total_charge": 0,
  "energy_ev": -9438.381,
  "largest_force_ev_per_a": 0.46,
  "homo_lumo_gap_ev": 9.2,
  "de_lowest_kcal_mol": 107.5,
  "elements": ["C", "C", "O", "C", "C", "C", "O", "H", "H", "H", "H", "H", "H", "H", "H", "H", "H"],
  "xyz": [[2.04, -0.08, -0.53], [0.81, 0.29, 0.28], [0.12, 1.41, -0.34], [-1.71, 0.86, -0.32], [-1.52, -0.10, 0.82], [-0.23, -0.84, 0.44], [-0.43, -1.56, -0.76], [2.68, 0.79, -0.70], [1.74, -0.51, -1.50], [2.62, -0.85, 0.00], [1.09, 0.66, 1.27], [-0.25, 1.13, -1.21], [-2.15, 1.82, -0.01], [-1.46, 0.34, 1.83], [-2.37, -0.80, 0.81], [0.10, -1.56, 1.20], [-1.06, -1.01, -1.27]],
  "mulliken_charge": [-1.344, 0.233, -0.482, -0.688, -0.344, -0.433, -0.621, 0.368, 0.285, 0.378, 0.338, 0.457, 0.198, 0.366, 0.314, 0.445, 0.532]
}